(1)
Entry from the Open Molecules 2025 dataset: a 2-piece molecular cluster, C4H12 overall in a non-equilibrium geometry (ωB97M-V/def2-TZVPD).

Each line ends with the Löwdin charge.
Atoms and positions in Å:
1 C -0.27 0.90 2.12  -0.16
2 C -0.12 1.81 0.88  -0.17
3 H 0.47 0.12 2.16  0.05
4 H -0.08 1.37 3.11  0.07
5 H -1.30 0.56 2.09  0.06
6 H -1.10 2.14 0.54  0.06
7 H 0.42 1.41 -0.03  0.06
8 H 0.40 2.74 1.05  0.05
9 C 0.00 -1.51 -2.20  -0.17
10 C 0.37 -1.19 -0.80  -0.19
11 H 0.72 -1.25 -3.00  0.07
12 H 0.12 -2.60 -2.16  0.07
13 H -1.01 -1.21 -2.48  0.07
14 H 1.19 -1.78 -0.53  0.06
15 H -0.50 -1.27 -0.08  0.10
16 H 0.69 -0.24 -0.66  -0.02

Output
Max |F|   0.0616 Eh/bohr
2S+1   1
Highest occupied orbital energy   -11.1286 eV
Structure (SMILES)   CC.CC
Net charge   0
ΔE to the lowest compared entry with this formula, charge and spin   83.1 kJ/mol
Gap between HOMO and LUMO   0.4513 Eh
M   60.140 g mol⁻¹
E_tot   -4341.667 eV

=====

(2)
Entry from the Open Molecules 2025 dataset: a 2-piece molecular cluster, C4H12 overall in a non-equilibrium geometry (ωB97M-V/def2-TZVPD).

Each line ends with the Löwdin charge.
Atoms and positions in Å:
1 C -0.15 0.13 -2.28  -0.16
2 C -1.44 0.11 -1.48  -0.17
3 H -0.44 0.29 -3.33  0.06
4 H 0.58 0.91 -1.98  0.07
5 H 0.35 -0.82 -2.30  0.05
6 H -1.29 -0.19 -0.46  0.01
7 H -2.24 -0.54 -1.83  0.06
8 H -1.97 1.06 -1.45  0.06
9 C 0.18 -0.48 1.91  -0.25
10 C 1.46 0.25 1.85  -0.23
11 H -0.77 0.18 1.75  0.08
12 H 0.05 -1.38 1.02  0.12
13 H -0.05 -1.10 2.84  0.07
14 H 1.41 1.21 1.29  0.07
15 H 2.38 -0.31 1.52  0.08
16 H 1.64 0.67 2.90  0.08

Output
Max |F|   0.1092 Eh/bohr
2S+1   1
Highest occupied orbital energy   -10.9894 eV
Structure (SMILES)   CC.CC
Net charge   0
ΔE to the lowest compared entry with this formula, charge and spin   90.2 kJ/mol
Gap between HOMO and LUMO   0.4461 Eh
M   60.140 g mol⁻¹
E_tot   -4341.593 eV